{
  "formula": "C34H56N2O2P3Pt",
  "method": "ωB97M-V/def2-TZVPD",
  "species": ["C", "C", "C", "C", "C", "H", "H", "H", "N", "P", "P", "C", "H", "H", "C", "O", "C", "H", "C", "C", "C", "C", "C", "H", "H", "H", "C", "H", "H", "H", "C", "H", "H", "H", "C", "H", "H", "H", "C", "H", "H", "H", "C", "H", "H", "H", "C", "H", "H", "H", "C", "H", "H", "H", "C", "H", "H", "H", "C", "H", "H", "H", "C", "H", "H", "H", "C", "H", "H", "H", "Pt", "N", "C", "C", "C", "C", "C", "H", "C", "H", "C", "H", "H", "H", "C", "P", "C", "C", "O", "H", "H", "H", "H", "H", "H", "H", "H", "H"],
  "xyz": [[-0.4636, -2.1161, -2.2171], [-2.4196, -1.0612, -1.4759], [-1.1717, -2.7856, -3.2084], [-3.1874, -1.7617, -2.3986], [-2.5520, -2.6391, -3.2794], [-0.6039, -3.4370, -3.8704], [-4.2646, -1.5973, -2.4029], [-3.1362, -3.2140, -3.9885], [-1.0775, -1.1843, -1.4609], [1.4063, -1.9972, -0.1477], [-1.9661, 1.3781, -0.1790], [0.9913, -2.3995, -1.9109], [1.2274, -3.4440, -2.1586], [1.6062, -1.7677, -2.5736], [0.9236, 0.6211, 1.5034], [1.5117, 0.9821, 2.4409], [-2.9963, -0.2239, -0.3655], [-4.0530, -0.0175, -0.5380], [-2.8307, 2.2665, 1.2782], [-2.3129, 2.3678, -1.7545], [0.8626, -3.5356, 0.8122], [3.2963, -1.8563, -0.1934], [-1.9557, 2.0660, 2.5272], [-0.9761, 2.5385, 2.4064], [-2.4551, 2.5358, 3.3866], [-1.8107, 1.0012, 2.7492], [-2.9623, 3.7783, 1.0502], [-1.9908, 4.2618, 0.8985], [-3.6390, 4.0145, 0.2219], [-3.4036, 4.2139, 1.9591], [-4.2377, 1.7146, 1.5722], [-4.7152, 2.4013, 2.2874], [-4.8866, 1.6788, 0.6920], [-4.2076, 0.7251, 2.0393], [-1.5435, 3.7069, -1.6399], [-0.6657, 3.6054, -0.9879], [-1.1804, 4.0056, -2.6317], [-2.1677, 4.5290, -1.2756], [-1.7509, 1.6263, -2.9833], [-0.6833, 1.4156, -2.8585], [-2.3044, 0.7026, -3.1796], [-1.8732, 2.2790, -3.8584], [-3.8389, 2.5633, -1.9296], [-4.4693, 2.1031, -1.1574], [-4.0799, 3.6332, -1.9725], [-4.1492, 2.1301, -2.8924], [3.8372, -1.5844, 1.2258], [4.8264, -1.1153, 1.1414], [3.2081, -0.9021, 1.8113], [3.9749, -2.5108, 1.7946], [3.6430, -0.6599, -1.0874], [3.3075, -0.8011, -2.1203], [3.2028, 0.2675, -0.7069], [4.7367, -0.5340, -1.1121], [3.9829, -3.1089, -0.7822], [4.9108, -2.8006, -1.2851], [4.2747, -3.8141, 0.0045], [3.3858, -3.6388, -1.5344], [-0.6677, -3.7811, 0.7195], [-0.8638, -4.8611, 0.7307], [-1.1973, -3.3221, 1.5648], [-1.1138, -3.3787, -0.1935], [1.2221, -3.3058, 2.2886], [0.8093, -2.3574, 2.6614], [0.7881, -4.1174, 2.8861], [2.3014, -3.3105, 2.4623], [1.5706, -4.7890, 0.2744], [1.3769, -4.9477, -0.7946], [2.6509, -4.7696, 0.4440], [1.1807, -5.6657, 0.8148], [-0.0534, -0.1827, 0.1835], [-1.5910, -0.9994, 1.5255], [-2.7438, -0.9966, 0.9696], [-3.8619, -1.7846, 1.6361], [-3.6649, -2.0839, 2.9912], [-5.0137, -2.2314, 0.9661], [-4.6582, -2.7496, 3.7114], [-2.7240, -1.7744, 3.4597], [-5.9811, -2.9454, 1.6805], [-5.1242, -2.0301, -0.1054], [-5.8151, -3.1819, 3.0525], [-4.5160, -2.9254, 4.7766], [-6.8642, -3.3124, 1.1580], [-6.5829, -3.7130, 3.6062], [1.7381, 4.3775, -2.3768], [2.3706, 2.7706, -1.8284], [3.7465, 2.2825, -2.9002], [3.0887, 3.0530, -0.1903], [1.3043, 1.6926, -1.7986], [2.5774, 5.0276, -2.6663], [1.1861, 4.8766, -1.5667], [1.0779, 4.2551, -3.2474], [4.3842, 3.1473, -3.1357], [4.3594, 1.5132, -2.4022], [3.3433, 1.8671, -3.8286], [3.5364, 2.1423, 0.2138], [3.8798, 3.8161, -0.2253], [2.3203, 3.4007, 0.5052]],
  "forces_ev_per_angstrom": [[1.274, 0.332, 0.904], [-2.026, 1.243, 1.412], [1.391, -0.694, -0.156], [-0.005, -1.411, -1.558], [-3.058, 0.416, -0.175], [-0.293, 0.072, 0.027], [0.222, -0.177, -0.188], [0.126, 0.169, 0.026], [3.511, 0.976, 1.722], [0.472, -1.366, -0.325], [-1.028, -0.115, -0.042], [-0.858, 0.177, -0.425], [-0.010, 0.330, 0.080], [-0.137, -0.041, 0.191], [2.837, 1.732, 4.923], [-2.063, -1.016, -3.515], [0.344, -0.376, 0.026], [0.062, -0.050, 0.070], [0.286, -0.038, 0.422], [0.414, -0.161, -0.128], [-0.139, 0.034, 0.250], [0.116, 0.270, 0.280], [-0.058, -0.157, 0.075], [-0.091, 0.002, 0.047], [0.169, -0.131, -0.198], [0.002, 0.261, 0.099], [0.000, 0.184, -0.076], [-0.278, -0.084, 0.015], [0.218, 0.011, 0.206], [0.142, -0.171, -0.216], [-0.098, 0.019, -0.009], [0.145, -0.257, -0.158], [0.065, 0.022, 0.210], [-0.051, 0.185, -0.045], [0.092, 0.243, 0.005], [-0.125, 0.112, -0.203], [-0.102, -0.170, 0.239], [0.199, -0.305, -0.041], [0.176, -0.090, 0.221], [-0.132, 0.010, -0.068], [0.062, 0.041, -0.068], [-0.063, -0.170, 0.197], [-0.241, 0.003, -0.294], [0.220, 0.232, -0.215], [-0.012, -0.304, 0.080], [0.049, 0.117, 0.309], [0.143, 0.021, 0.117], [-0.198, -0.127, -0.008], [0.143, -0.130, -0.110], [-0.070, 0.293, -0.128], [-0.151, 0.257, -0.029], [0.102, 0.114, 0.138], [0.007, -0.199, -0.131], [-0.330, -0.142, 0.080], [0.123, -0.196, -0.126], [-0.259, 0.013, 0.176], [-0.134, 0.159, -0.292], [0.182, 0.111, 0.169], [-0.075, 0.240, -0.045], [0.090, 0.281, 0.047], [0.268, -0.176, -0.254], [-0.017, -0.181, 0.004], [0.082, -0.019, 0.145], [0.039, -0.200, -0.038], [0.078, 0.150, -0.106], [-0.286, -0.044, -0.001], [0.234, -0.160, 0.086], [0.060, -0.102, 0.283], [-0.382, -0.041, -0.064], [0.069, 0.310, -0.165], [-1.214, -0.489, -3.262], [-0.401, -0.141, 0.166], [-1.282, -0.230, -0.311], [1.547, 0.902, -1.599], [-0.435, -0.851, 2.106], [-1.154, -0.577, 0.045], [1.166, 0.620, -0.092], [-0.493, -0.095, -0.100], [0.598, 0.861, -2.036], [-0.126, -0.168, 0.526], [0.197, -0.089, 0.816], [-0.118, -0.042, -0.276], [0.183, 0.083, 0.203], [0.041, 0.032, -0.060], [0.241, 0.150, -0.100], [-0.063, -0.349, -0.001], [0.149, 0.231, 0.089], [0.215, 0.335, 0.016], [-0.050, 0.020, 0.382], [-0.240, -0.163, 0.098], [0.167, -0.215, -0.251], [0.253, -0.030, 0.261], [-0.142, -0.293, 0.054], [-0.266, 0.364, -0.194], [0.050, 0.108, 0.099], [-0.049, 0.028, -0.119], [-0.221, -0.150, -0.045], [0.000, 0.007, -0.093]],
  "mulliken_charge": [-0.08, -1.25, -0.50, -0.29, -1.73, 0.66, 0.69, 0.50, 0.68, -0.73, -1.42, -1.66, 0.88, 0.58, 1.05, -0.50, -1.65, 2.22, 2.17, 2.80, 1.96, 2.83, -1.67, 0.33, 0.56, 0.25, -1.70, 0.32, 0.30, 0.60, -1.45, 0.64, 0.13, 0.27, -1.69, 0.16, 0.51, 0.37, -1.78, -0.09, 0.43, 0.78, -1.56, 0.27, 0.47, 0.37, -1.87, 0.49, 0.22, 0.44, -2.64, 0.60, -0.03, 0.78, -1.67, 0.43, 0.48, 0.28, -1.72, 0.56, 0.31, 0.29, -1.64, 0.28, 0.52, 0.29, -1.51, 0.37, 0.31, 0.53, 2.59, -0.74, 0.96, 0.02, 0.00, -0.13, -1.00, 0.46, -0.86, 0.40, -0.45, 0.48, 0.50, 0.49, -1.17, 0.94, -1.17, -1.12, -0.62, 0.48, 0.32, 0.33, 0.48, 0.25, 0.33, 0.29, 0.47, 0.32],
  "total_charge": 3,
  "homo_lumo_gap_ev": [5.22, 4.71],
  "e_lumo_ha": [-0.3173, -0.4535],
  "relative_energy_kj_mol": 121.2,
  "s2": 6.060,
  "energy_ev": -74327.1856,
  "multiplicity": 5
}

***

{
  "formula": "C34H56N3OOsP2S",
  "method": "ωB97M-V/def2-TZVPD",
  "species": ["C", "C", "C", "C", "C", "H", "H", "H", "N", "P", "P", "C", "H", "H", "C", "O", "C", "H", "C", "C", "C", "C", "C", "H", "H", "H", "C", "H", "H", "H", "C", "H", "H", "H", "C", "H", "H", "H", "C", "H", "H", "H", "C", "H", "H", "H", "C", "H", "H", "H", "C", "H", "H", "H", "C", "H", "H", "H", "C", "H", "H", "H", "C", "H", "H", "H", "C", "H", "H", "H", "Os", "N", "C", "C", "C", "C", "C", "H", "H", "H", "H", "H", "H", "H", "H", "H", "S", "C", "N", "C", "C", "C", "C", "H", "H", "H", "H", "H"],
  "xyz": [[-0.4879, -2.3932, -1.5396], [1.7069, -2.4233, -0.6716], [-0.2720, -3.5892, -2.2196], [1.9135, -3.7081, -1.2520], [0.9238, -4.2810, -2.0294], [-1.0806, -3.9632, -2.8469], [2.8906, -4.1683, -1.0957], [1.0713, -5.2544, -2.4921], [0.4629, -1.8287, -0.7888], [-2.1659, -0.7251, -0.0849], [2.4949, 0.0489, 0.2828], [-1.8209, -1.6830, -1.6404], [-1.8003, -0.9915, -2.4956], [-2.6150, -2.4148, -1.8375], [0.0140, 1.7380, 1.0633], [-0.0095, 2.8296, 1.5074], [2.7131, -1.6905, -0.0326], [3.6689, -2.1966, 0.1170], [3.3648, 0.8791, -1.2356], [3.6215, 0.3891, 1.8031], [-3.5264, 0.5477, -0.5319], [-2.9627, -2.1541, 0.9058], [2.9508, 2.3555, -1.2716], [3.3346, 2.9177, -0.4119], [3.3568, 2.8183, -2.1859], [1.8581, 2.4595, -1.2945], [4.8917, 0.7504, -1.1874], [5.3502, 1.3194, -0.3707], [5.2042, -0.3017, -1.1388], [5.2990, 1.1613, -2.1257], [2.9204, 0.1955, -2.5333], [3.3533, 0.7442, -3.3865], [3.2720, -0.8413, -2.5943], [1.8339, 0.2098, -2.6461], [3.8681, 1.9022, 1.9137], [2.9256, 2.4707, 1.8628], [4.3191, 2.1021, 2.8991], [4.5586, 2.2834, 1.1540], [2.9871, -0.0560, 3.1268], [2.0936, 0.5203, 3.3835], [2.7380, -1.1225, 3.1206], [3.7134, 0.1047, 3.9400], [4.9283, -0.4138, 1.7355], [5.5798, -0.1513, 0.9023], [5.4891, -0.2098, 2.6608], [4.7260, -1.4891, 1.6958], [-3.3167, -1.5463, 2.2644], [-3.6904, -2.3406, 2.9270], [-2.4375, -1.0933, 2.7331], [-4.0894, -0.7738, 2.1924], [-1.9633, -3.3093, 1.0914], [-1.8382, -3.8980, 0.1732], [-0.9818, -2.9440, 1.4237], [-2.3478, -3.9824, 1.8739], [-4.2187, -2.7930, 0.2728], [-4.3984, -3.7528, 0.7848], [-5.1239, -2.1956, 0.4154], [-4.1080, -3.0232, -0.7939], [-3.4968, 0.7528, -2.0464], [-3.8233, -0.1356, -2.6025], [-4.1782, 1.5747, -2.3127], [-2.4932, 1.0382, -2.3753], [-3.1912, 1.8815, 0.1537], [-2.2487, 2.3070, -0.2148], [-3.9932, 2.6008, -0.0745], [-3.1278, 1.7761, 1.2458], [-4.9641, 0.1678, -0.1521], [-5.3228, -0.6946, -0.7263], [-5.0958, -0.0014, 0.9219], [-5.6117, 1.0183, -0.4211], [0.0857, 0.0653, 0.3181], [-0.1024, 0.8979, -1.5380], [-0.2144, 1.6162, -2.4529], [-0.2650, 2.4845, -3.6816], [0.8536, 2.0702, -4.6410], [-1.6034, 2.3257, -4.4128], [-0.1011, 3.9579, -3.2877], [1.8442, 2.2624, -4.2058], [0.7658, 1.0068, -4.9056], [0.7801, 2.6518, -5.5697], [-2.4328, 2.7299, -3.8193], [-1.5751, 2.8883, -5.3568], [-1.7968, 1.2751, -4.6667], [-0.1704, 4.5903, -4.1836], [-0.8993, 4.2660, -2.5977], [0.8751, 4.1380, -2.8181], [0.2191, -1.1631, 2.3036], [-0.3390, -0.5099, 3.8520], [-0.8534, -1.4591, 4.7171], [-1.3813, -1.1582, 5.9442], [-1.3564, 0.1492, 6.3826], [-0.7711, 1.1260, 5.5702], [-0.2566, 0.7986, 4.3159], [-0.8730, -2.4263, 4.3899], [-1.7755, -1.9991, 6.5024], [-1.7697, 0.3976, 7.3581], [-0.7084, 2.1520, 5.9189], [0.2257, 1.5358, 3.6774]],
  "forces_ev_per_angstrom": [[-0.123, 0.378, 0.043], [-0.559, -0.404, -0.391], [-0.024, -0.228, 0.028], [0.365, 0.613, 0.358], [-0.161, 0.005, -0.113], [0.329, -0.105, 0.144], [-0.379, -0.037, -0.131], [0.032, 0.212, 0.060], [-0.170, 0.197, 0.336], [-2.042, -0.830, -0.962], [1.957, 0.235, -0.157], [0.400, 0.055, -0.210], [0.081, -0.253, 0.245], [0.224, 0.299, 0.052], [-0.924, 5.290, 2.546], [0.258, -3.766, -1.605], [0.262, -0.741, -0.114], [-0.248, 0.293, -0.051], [-0.053, 0.122, -0.082], [-0.213, 0.199, 0.434], [0.027, 0.203, 0.012], [0.091, 0.020, 0.533], [-0.049, 0.184, 0.089], [-0.144, -0.094, -0.322], [-0.087, -0.138, 0.293], [0.309, 0.108, 0.028], [0.229, 0.075, 0.018], [-0.110, -0.224, -0.329], [-0.011, 0.310, -0.010], [-0.217, -0.108, 0.246], [-0.254, -0.185, -0.034], [-0.099, -0.207, 0.355], [-0.059, 0.192, 0.002], [0.263, -0.182, -0.107], [0.094, 0.148, 0.071], [0.274, -0.094, 0.032], [-0.118, -0.034, -0.342], [-0.223, -0.058, 0.257], [-0.258, -0.073, 0.130], [0.185, -0.057, -0.081], [0.070, 0.141, 0.061], [-0.182, -0.002, -0.357], [0.335, -0.016, -0.265], [-0.146, -0.119, 0.280], [-0.194, -0.086, -0.278], [0.156, 0.184, 0.183], [-0.100, -0.084, 0.343], [0.043, 0.222, -0.106], [-0.222, -0.079, -0.020], [0.226, -0.282, 0.106], [0.432, 0.165, 0.057], [-0.065, 0.106, 0.237], [-0.399, -0.465, -0.227], [0.047, 0.176, -0.289], [-0.325, 0.128, -0.009], [0.181, 0.309, -0.144], [0.354, -0.280, -0.046], [-0.089, 0.034, 0.264], [0.047, 0.155, -0.252], [0.054, 0.217, 0.124], [0.149, -0.217, 0.126], [-0.408, -0.099, -0.036], [0.077, 0.060, 0.069], [-0.179, -0.062, 0.091], [0.275, -0.211, 0.120], [-0.019, 0.075, -0.200], [-0.228, 0.001, -0.090], [0.067, 0.347, 0.216], [-0.100, 0.040, -0.420], [0.262, -0.232, 0.063], [0.749, -2.230, -0.206], [-0.235, 2.063, -2.009], [0.300, -0.938, 0.758], [-0.153, 0.343, -0.356], [0.604, -0.451, 0.017], [-0.590, -0.278, 0.022], [0.098, 0.257, 0.621], [-0.286, -0.112, -0.166], [0.134, 0.262, 0.019], [-0.129, -0.073, 0.354], [0.163, -0.177, -0.181], [0.193, -0.122, 0.356], [-0.069, 0.231, 0.052], [0.019, -0.332, 0.187], [0.244, 0.005, -0.153], [-0.256, 0.033, -0.092], [-0.087, -0.016, 0.965], [0.720, 0.627, -1.754], [-0.435, -2.304, 0.343], [0.013, -0.973, -0.477], [-0.164, 0.132, 0.494], [0.631, 1.732, -0.567], [-0.179, 0.535, 0.524], [-0.019, 0.459, 0.308], [-0.029, 0.194, 0.034], [0.075, -0.075, -0.201], [-0.021, -0.221, -0.062], [-0.266, -0.012, 0.297]],
  "mulliken_charge": [-0.17, -0.10, -0.63, -0.94, -0.99, 0.63, 0.60, 0.49, 1.19, 0.33, 0.37, -1.50, 0.66, 0.63, 0.52, -0.65, -1.50, 0.43, 2.34, 2.21, 2.33, 2.13, -1.42, 0.22, 0.62, -0.02, -1.93, 0.35, 0.39, 0.55, -1.53, 0.65, 0.34, 0.05, -2.01, 0.34, 0.54, 0.32, -2.21, 0.25, 0.38, 0.73, -1.81, 0.31, 0.52, 0.43, -1.53, 0.57, 0.25, 0.11, -1.69, 0.31, 0.22, 0.66, -1.64, 0.52, 0.48, 0.18, -1.16, 0.29, 0.70, -0.56, -1.64, 0.11, 0.57, 0.31, -1.93, 0.44, 0.32, 0.54, 1.57, 0.82, -0.98, 1.60, -1.53, -1.73, -1.50, 0.21, 0.38, 0.51, 0.41, 0.50, 0.36, 0.43, 0.40, 0.33, -0.12, 0.41, 0.03, -0.42, -0.34, -0.92, -0.30, 0.28, 0.49, 0.47, 0.49, 0.27],
  "total_charge": 3,
  "homo_lumo_gap_ev": [6.30, 4.52],
  "e_lumo_ha": [-0.2912, -0.4635],
  "s2": 6.051,
  "energy_ev": -74538.9823,
  "multiplicity": 5
}